(1)
Formula: C2H3FS
Source: the Open Molecules 2025 dataset
Level of theory: ωB97M-V/def2-TZVPD

```
7
C2H3FS | the Open Molecules 2025 dataset | ωB97M-V/def2-TZVPD
C -0.0404 0.6655 -0.1976
C 0.0674 -0.8001 0.1906
H -0.5344 1.1382 0.7853
H -0.6739 0.6292 -1.2757
H 0.7936 -1.0995 1.4065
F 1.3995 1.1890 -0.2483
S -1.0117 -1.7224 -0.6608
```

**Total charge**: 0
**Largest force on an atom**: 4.867 eV/A
**E**: -575.92695 Eh
**Gap between HOMO and LUMO**: 8.37 eV
**ΔE to the lowest compared entry with this formula, charge and spin**: 2.749 eV
**HOMO energy**: -0.343 hartree
**Lowest unoccupied orbital energy**: -0.977 eV

(2)
Formula: C2H3FS2
Source: the Open Molecules 2025 dataset
Level of theory: ωB97M-V/def2-TZVPD

```
8
C2H3FS2 | the Open Molecules 2025 dataset | ωB97M-V/def2-TZVPD
F -2.6781 0.3528 -0.3280
C -1.5043 -0.1810 -0.3975
C -0.3982 0.0368 0.2923
S 1.0620 -0.9314 -0.1464
S 2.4058 0.4408 -0.3705
H -1.3984 -0.9091 -1.2053
H -0.4276 0.6824 1.1498
H 2.9389 0.5087 1.0056
```

**Total charge**: 0
**Largest force on an atom**: 3.640 eV/A
**E**: -974.19588 Eh
**SMILES**: F/C=C/SS
**Gap between HOMO and LUMO**: 9.70 eV
**ΔE to the lowest compared entry with this formula, charge and spin**: 0.635 eV
**HOMO energy**: -0.335 hartree
**Lowest unoccupied orbital energy**: 0.601 eV

(3)
Formula: C2H3Fe
Source: the Open Molecules 2025 dataset
Level of theory: ωB97M-V/def2-TZVPD

```
6
C2H3Fe | the Open Molecules 2025 dataset | ωB97M-V/def2-TZVPD
C 0.5322 1.1071 0.2041
H 0.8009 1.3341 1.2270
C 0.2928 0.8754 -0.9619
H 0.1563 0.6965 -2.0198
H -1.0042 -2.2672 1.2995
Fe -0.4505 -1.1576 0.2225
```

**⟨S²⟩**: 6.0129
**Multiplicity**: 5
**Total charge**: +1
**Largest force on an atom**: 0.888 eV/A
**E**: -1341.26107 Eh
**Gap between HOMO and LUMO (alpha / beta)**: 10.11 / 8.89 eV
**ΔE to the lowest compared entry with this formula, charge and spin**: 0.000 eV
**HOMO energy (alpha / beta)**: -0.569 / -0.584 hartree
**Lowest unoccupied orbital energy (alpha / beta)**: -5.368 / -6.993 eV

(4)
Formula: C2H3HoO2
Source: the Open Molecules 2025 dataset
Level of theory: ωB97M-V/def2-TZVPD

```
8
C2H3HoO2 | the Open Molecules 2025 dataset | ωB97M-V/def2-TZVPD
C 0.8892 0.6596 1.1316
C 0.7931 1.3661 -0.0435
O 0.0160 0.9346 -1.0433
O 0.2426 -0.5731 1.0615
H 2.0816 0.7965 0.9840
H 0.4609 -1.1743 1.7800
Ho -1.1868 -0.7487 -0.6928
H 0.9793 2.4465 0.0377
```

**⟨S²⟩**: 6.0338
**Multiplicity**: 5
**Total charge**: +2
**Largest force on an atom**: 4.713 eV/A
**E**: -1175.73868 Eh
**Gap between HOMO and LUMO (alpha / beta)**: 8.59 / 5.18 eV
**ΔE to the lowest compared entry with this formula, charge and spin**: 0.273 eV
**HOMO energy (alpha / beta)**: -0.700 / -0.636 hartree
**Lowest unoccupied orbital energy (alpha / beta)**: -10.469 / -12.116 eV

(5)
Formula: C2H3I
Source: the Open Molecules 2025 dataset
Level of theory: ωB97M-V/def2-TZVPD

```
6
C2H3I | the Open Molecules 2025 dataset | ωB97M-V/def2-TZVPD
C 0.3167 0.7457 -0.0401
C -0.0922 -0.4219 0.3887
I -0.8313 -1.8524 -1.0163
H 0.5627 1.6720 0.3509
H 0.5303 0.7260 -1.1297
H -0.4862 -0.8695 1.4464
```

**Total charge**: 0
**Largest force on an atom**: 4.195 eV/A
**E**: -375.63669 Eh
**SMILES**: C=CI
**Gap between HOMO and LUMO**: 9.66 eV
**ΔE to the lowest compared entry with this formula, charge and spin**: 0.734 eV
**HOMO energy**: -0.339 hartree
**Lowest unoccupied orbital energy**: 0.432 eV

(6)
Formula: C2H3I2N
Source: the Open Molecules 2025 dataset
Level of theory: ωB97M-V/def2-TZVPD

```
8
C2H3I2N | the Open Molecules 2025 dataset | ωB97M-V/def2-TZVPD
H 0.9463 -1.2615 -1.8846
N 1.0364 -0.6807 -1.0686
C 0.1113 -0.6650 -0.2606
I -1.4042 -1.9565 0.2261
C -0.0166 0.7833 0.7458
I -1.5625 2.0186 0.0909
H 0.0537 0.5108 1.7164
H 0.8356 1.2510 0.4345
```

**Total charge**: 0
**Largest force on an atom**: 5.519 eV/A
**E**: -728.09117 Eh
**SMILES**: [H]/N=C(\I)CI
**Gap between HOMO and LUMO**: 9.63 eV
**ΔE to the lowest compared entry with this formula, charge and spin**: 0.859 eV
**HOMO energy**: -0.342 hartree
**Lowest unoccupied orbital energy**: 0.327 eV

Please write out number 1 again, unchanged.
Formula: C2H3FS
Source: the Open Molecules 2025 dataset
Level of theory: ωB97M-V/def2-TZVPD

```
7
C2H3FS | the Open Molecules 2025 dataset | ωB97M-V/def2-TZVPD
C -0.0404 0.6655 -0.1976
C 0.0674 -0.8001 0.1906
H -0.5344 1.1382 0.7853
H -0.6739 0.6292 -1.2757
H 0.7936 -1.0995 1.4065
F 1.3995 1.1890 -0.2483
S -1.0117 -1.7224 -0.6608
```

**Total charge**: 0
**Largest force on an atom**: 4.867 eV/A
**E**: -575.92695 Eh
**Gap between HOMO and LUMO**: 8.37 eV
**ΔE to the lowest compared entry with this formula, charge and spin**: 2.749 eV
**HOMO energy**: -0.343 hartree
**Lowest unoccupied orbital energy**: -0.977 eV